Record 1
Computed, not measured: a molecular structure, C7H11F in a non-equilibrium geometry, with ωB97M-V/def2-TZVPD.

Geometry as XYZ:
```
19
C7H11F ωB97M-V/def2-TZVPD
C 0.95 2.17 0.07
C 0.83 0.69 -0.15
C -0.38 -0.01 -0.10
C -1.64 0.51 0.29
C -0.13 -1.49 0.08
C 1.42 -1.67 0.10
C 2.03 -0.13 -0.21
H 2.15 2.86 -0.46
H 1.04 2.46 1.43
H -0.17 2.50 -0.54
H -2.07 1.51 0.33
H -1.70 0.20 1.37
H -0.51 -1.86 1.26
H -0.75 -2.14 -0.67
H 1.63 -1.99 1.18
H 1.66 -2.45 -0.67
H 2.31 0.12 -1.33
H 2.91 -0.12 0.53
F -2.76 -0.16 -0.32
```

The charge is 0. Its gap between HOMO and LUMO is 9.327 eV. For the calculated total energy, the calculation gives -372.97756 a.u.


Record 2
Computed, not measured: a gas-phase ion, C7H11F4O2S3 (charge +1) in a non-equilibrium geometry, with ωB97M-V/def2-TZVPD.

Geometry as XYZ:
```
27
C7H11F4O2S3 ωB97M-V/def2-TZVPD
O 0.83 -0.20 3.79
S -0.05 0.30 2.57
O -1.32 0.97 3.23
F 0.72 1.54 1.66
S -0.74 -1.35 1.47
C 0.47 -2.01 0.22
C 1.98 -1.41 0.25
C 2.49 -1.08 -1.31
S 3.03 0.72 -1.55
C -2.17 -0.64 0.42
C -1.64 0.32 -0.81
C -2.40 1.77 -0.93
F -3.87 1.97 -0.82
C -1.54 2.98 -1.22
F -1.23 3.94 -0.12
F -0.99 3.17 -2.61
H 0.00 -1.94 -0.87
H 0.57 -3.18 0.42
H 2.72 -2.23 0.66
H 2.15 -0.43 0.86
H 3.44 -1.75 -1.57
H 1.68 -1.34 -2.12
H 3.82 1.04 -0.43
H -2.89 -1.50 0.06
H -2.83 0.07 1.11
H -1.71 -0.31 -1.82
H -0.50 0.57 -0.56
```

The charge is +1. Its gap between HOMO and LUMO is 5.281 eV. For the calculated total energy, the calculation gives -2017.08441 a.u.


Record 3
Computed, not measured: C7H11IN2 in the gas phase in a non-equilibrium geometry, with ωB97M-V/def2-TZVPD.

Geometry as XYZ:
```
21
C7H11IN2 ωB97M-V/def2-TZVPD
C 1.83 1.84 0.00
C -0.12 0.52 -0.67
C 3.36 0.02 -0.03
C -1.34 -0.21 1.38
C -0.70 -1.79 -0.47
C -2.48 -0.06 -0.86
C -1.17 -0.37 -0.14
N 0.79 1.13 -0.19
N 3.12 1.30 0.06
I 5.45 -0.40 0.07
H 1.73 2.90 0.18
H -1.68 0.80 1.62
H -2.07 -0.92 1.74
H -0.40 -0.39 1.89
H -1.46 -2.50 -0.16
H -0.53 -1.91 -1.54
H 0.23 -2.02 0.05
H -2.78 0.97 -0.67
H -2.36 -0.19 -1.93
H -3.27 -0.73 -0.51
H 3.83 2.02 0.18
```

Its spin multiplicity is 3. The charge is 0. As for the expectation value of S²: 2.015. Its gap between HOMO and LUMO (alpha / beta) is 5.945 / 6.368 eV. For the calculated total energy, the calculation gives -680.30640 a.u.


Record 4
Computed, not measured: C7H11N in the gas phase in a non-equilibrium geometry, with ωB97M-V/def2-TZVPD.

Geometry as XYZ:
```
19
C7H11N ωB97M-V/def2-TZVPD
C 4.01 1.11 0.15
C 2.59 0.67 0.27
C 1.63 0.78 -0.71
C 0.27 0.33 -0.47
C -0.86 -0.04 -0.21
N -2.12 -0.44 0.06
C -2.32 -1.42 1.18
C -3.16 -0.28 -0.97
H 4.26 1.75 1.00
H 4.66 0.24 0.20
H 4.26 1.60 -0.78
H 2.30 0.25 1.24
H 1.85 1.23 -1.68
H -1.43 -1.46 1.81
H -3.15 -1.14 1.83
H -2.51 -2.42 0.79
H -3.44 0.76 -1.05
H -4.06 -0.86 -0.72
H -2.79 -0.64 -1.94
```

The charge is 0. As for the SMILES: C/C=C/C#CN(C)C. Its gap between HOMO and LUMO is 8.200 eV. For the calculated total energy, the calculation gives -327.97056 a.u.


Record 5
Computed, not measured: 2 unconnected molecules or ions with the total composition C7H11N2O2 in a non-equilibrium geometry, with ωB97M-V/def2-TZVPD.

Geometry as XYZ:
```
22
C7H11N2O2 ωB97M-V/def2-TZVPD
C -0.67 1.06 -2.16
C -1.74 1.15 -1.08
C 0.66 1.78 -1.76
O 0.62 2.93 -1.31
O 1.69 1.09 -1.99
H -0.53 -0.01 -2.35
H -0.94 1.53 -3.11
H -1.67 0.43 -0.25
H -2.79 1.08 -1.38
H -1.65 2.12 -0.58
C -0.72 -1.87 2.49
C 1.54 0.39 0.95
C 0.29 -1.23 1.62
C 1.09 -1.72 0.60
N 0.69 0.07 1.89
N 1.85 -0.66 0.15
H 1.85 1.39 0.68
H 2.18 -0.64 -0.80
H 1.25 -2.73 0.28
H -1.61 -1.99 1.86
H -0.89 -1.29 3.39
H -0.50 -2.88 2.84
```

The charge is -1. Its gap between HOMO and LUMO is 7.913 eV. For the calculated total energy, the calculation gives -533.39232 a.u.


Record 6
Computed, not measured: 2 unconnected molecules or ions with the total composition C7H11N2O2 in a non-equilibrium geometry, with ωB97M-V/def2-TZVPD.

Geometry as XYZ:
```
22
C7H11N2O2 ωB97M-V/def2-TZVPD
C 3.48 1.73 0.26
C 2.50 0.57 -0.04
O 2.63 -0.51 0.60
O 1.64 0.77 -0.93
H 2.87 2.64 0.23
H 4.20 1.79 -0.56
H 3.94 1.60 1.23
C -0.89 0.09 1.54
C -0.87 1.62 1.42
C -1.44 -0.58 0.33
C -2.68 -1.16 0.16
C -1.53 -1.19 -1.73
N -0.76 -0.61 -0.85
N -2.71 -1.54 -1.16
H 0.14 -0.26 1.72
H -1.46 -0.22 2.42
H -0.12 1.90 0.68
H -3.48 -1.26 0.88
H -1.27 -1.33 -2.77
H -3.47 -2.04 -1.60
H -0.60 2.03 2.41
H -1.86 2.01 1.15
```

The charge is -1. Its gap between HOMO and LUMO is 6.564 eV. For the calculated total energy, the calculation gives -533.36453 a.u.


Record 7
Computed, not measured: 2 unconnected molecules or ions with the total composition C7H11N2O2 in a non-equilibrium geometry, with ωB97M-V/def2-TZVPD.

Geometry as XYZ:
```
22
C7H11N2O2 ωB97M-V/def2-TZVPD
C -3.59 -2.45 -0.65
C -1.16 -1.51 -0.86
C -2.28 -1.90 -0.18
C -0.77 -1.45 1.27
N -0.24 -1.14 0.09
N -1.99 -1.95 1.16
H -1.00 -1.36 -1.91
H 0.77 -0.99 -0.16
H -4.14 -1.82 -1.36
H -4.31 -2.48 0.17
H -0.12 -1.55 2.14
H -3.47 -3.42 -1.15
C 1.63 2.11 0.02
C 2.51 3.06 0.86
C 2.47 1.04 -0.68
O 3.38 1.46 -1.42
O 2.14 -0.16 -0.47
H 0.91 1.75 0.77
H 1.08 2.70 -0.71
H 1.93 3.92 1.21
H 3.20 3.54 0.16
H 3.06 2.60 1.68
```

Its spin multiplicity is 2. The charge is -2. As for the expectation value of S²: 0.751. Its gap between HOMO and LUMO (alpha / beta) is 1.836 / 7.537 eV. For the calculated total energy, the calculation gives -533.26474 a.u.


Record 8
Computed, not measured: 2 unconnected molecules or ions with the total composition C7H11N2O2 in a non-equilibrium geometry, with ωB97M-V/def2-TZVPD.

Geometry as XYZ:
```
22
C7H11N2O2 ωB97M-V/def2-TZVPD
C -2.63 1.78 0.85
C -1.69 0.80 1.43
C -1.29 -0.46 0.94
C 0.10 0.15 2.57
N -0.75 1.17 2.46
N -0.13 -0.81 1.61
H -3.55 1.33 1.19
H -2.51 1.67 -0.19
H -1.82 -1.05 0.20
H 0.90 0.03 3.24
H 0.48 -1.60 1.11
H -2.47 2.77 1.19
C 0.94 0.06 -2.62
C 1.01 1.38 -1.90
C 1.33 -1.19 -1.77
O 2.57 -1.49 -1.54
O 0.44 -1.71 -1.07
H -0.17 -0.27 -2.88
H 1.56 -0.07 -3.52
H -0.01 1.85 -1.79
H 1.69 2.12 -2.30
H 1.46 1.29 -0.84
```

Its spin multiplicity is 2. The charge is -2. As for the expectation value of S²: 0.751. Its gap between HOMO and LUMO (alpha / beta) is 2.413 / 7.805 eV. For the calculated total energy, the calculation gives -533.20035 a.u.


- Which formula does entry 6 have?
  C7H11N2O2


What did the seventh record say?
Computed, not measured: 2 unconnected molecules or ions with the total composition C7H11N2O2 in a non-equilibrium geometry, with ωB97M-V/def2-TZVPD.

Geometry as XYZ:
```
22
C7H11N2O2 ωB97M-V/def2-TZVPD
C -3.59 -2.45 -0.65
C -1.16 -1.51 -0.86
C -2.28 -1.90 -0.18
C -0.77 -1.45 1.27
N -0.24 -1.14 0.09
N -1.99 -1.95 1.16
H -1.00 -1.36 -1.91
H 0.77 -0.99 -0.16
H -4.14 -1.82 -1.36
H -4.31 -2.48 0.17
H -0.12 -1.55 2.14
H -3.47 -3.42 -1.15
C 1.63 2.11 0.02
C 2.51 3.06 0.86
C 2.47 1.04 -0.68
O 3.38 1.46 -1.42
O 2.14 -0.16 -0.47
H 0.91 1.75 0.77
H 1.08 2.70 -0.71
H 1.93 3.92 1.21
H 3.20 3.54 0.16
H 3.06 2.60 1.68
```

Its spin multiplicity is 2. The charge is -2. As for the expectation value of S²: 0.751. Its gap between HOMO and LUMO (alpha / beta) is 1.836 / 7.537 eV. For the calculated total energy, the calculation gives -533.26474 a.u.


- What is the charge in the seventh record?
  -2